A molecular structure, C28H27BrN4O3STe4W in a non-equilibrium geometry. Source: the OMol25 dataset; level of theory: ωB97M-V with the def2-TZVPD basis set.

Geometry as XYZ:
```
69
Properties=species:S:1:pos:R:3:forces:R:3
W 0.407 0.392 -0.979 -0.17 -0.13 1.24
C 3.415 4.594 1.056 -0.02 -0.02 0.02
C 3.059 4.532 -0.280 0.02 0.02 0.01
C 1.981 3.752 -0.682 -0.02 -0.09 -0.04
C 1.261 3.031 0.258 0.06 0.06 0.15
C 1.596 3.125 1.607 -0.08 0.05 0.00
C 2.672 3.895 2.003 0.02 0.02 -0.04
N 0.122 2.211 -0.113 0.09 0.22 -0.10
C -1.092 2.713 0.289 0.22 0.13 -0.02
C -1.269 4.109 0.418 -0.19 -0.09 -0.04
C -2.482 4.630 0.784 -0.02 -0.05 0.00
C -3.579 3.803 1.113 -0.01 0.02 0.00
C -3.425 2.453 1.095 0.07 0.13 -0.02
C -2.193 1.878 0.680 -0.04 -0.10 0.04
N -2.066 0.554 0.939 0.06 0.14 0.19
N -1.070 -0.040 0.448 -0.30 -0.35 -0.37
C -0.719 -1.342 0.856 0.10 0.04 -0.04
C -1.292 -2.204 1.763 0.02 0.05 0.00
C -0.652 -3.430 1.915 -0.02 0.00 0.01
C 0.493 -3.723 1.184 0.02 -0.02 0.00
C 0.998 -2.782 0.299 0.04 0.06 0.12
N 0.386 -1.612 0.154 -0.21 -0.33 -0.21
H 4.257 5.197 1.365 0.00 0.00 0.00
H 3.611 5.098 -1.018 0.00 0.00 0.00
H 1.692 3.748 -1.723 0.02 0.00 0.00
H 1.008 2.588 2.339 0.00 -0.02 0.00
H 2.932 3.953 3.052 0.00 0.00 0.00
H -0.448 4.763 0.167 0.01 0.02 0.01
H -2.600 5.705 0.823 0.01 0.00 0.00
H -4.521 4.242 1.409 0.01 0.02 0.00
H -4.220 1.786 1.399 0.02 -0.04 0.00
H -2.173 -1.927 2.322 -0.01 0.00 0.00
H -1.049 -4.156 2.612 0.01 -0.01 0.00
H 0.995 -4.673 1.298 0.00 0.00 0.00
H 1.893 -2.945 -0.289 -0.01 -0.01 0.01
Te 2.738 -0.420 -2.106 0.33 -0.18 -0.10
Te 1.778 -0.249 -4.770 -0.14 0.15 -0.07
Te 0.656 1.761 -3.357 -0.05 0.23 -0.41
Te -1.848 1.613 -2.601 -0.02 -0.05 -0.04
Br 6.655 -1.041 4.416 0.00 0.00 0.01
C 4.884 -0.544 4.018 -0.03 0.01 -0.03
C 4.014 -0.202 5.044 0.01 0.00 0.00
C 2.706 0.159 4.748 -0.01 0.01 0.02
C 2.269 0.190 3.435 0.00 -0.03 -0.01
C 3.152 -0.151 2.412 0.01 -0.02 0.00
C 4.461 -0.527 2.701 0.03 0.00 0.03
C 2.724 -0.153 0.999 0.04 -0.08 -0.13
O 3.400 -0.720 0.127 0.06 0.08 0.19
O 1.607 0.442 0.724 -0.01 0.22 -0.18
H 4.359 -0.221 6.069 -0.01 0.00 0.00
H 2.030 0.416 5.552 0.00 0.00 0.00
H 1.249 0.460 3.202 0.00 0.01 -0.01
H 5.137 -0.795 1.901 0.00 0.00 -0.01
C 0.973 -3.907 -3.157 -0.01 -0.01 -0.03
C -0.354 -3.285 -3.552 -0.10 -0.07 0.02
S -1.164 -2.444 -2.190 -0.13 -0.01 0.06
O -0.527 -1.032 -2.189 0.31 0.02 -0.20
C -2.784 -2.154 -2.912 -0.04 0.05 0.01
C -3.651 -3.405 -2.871 0.03 -0.01 0.01
H 1.381 -4.430 -4.022 0.02 0.00 0.02
H 0.848 -4.635 -2.357 0.00 0.00 0.00
H 1.697 -3.152 -2.851 -0.02 0.00 0.00
H -1.076 -4.048 -3.851 0.02 -0.01 -0.03
H -0.264 -2.540 -4.345 -0.02 -0.02 0.01
H -2.632 -1.757 -3.916 0.00 0.00 0.00
H -3.208 -1.361 -2.293 0.02 -0.01 -0.02
H -3.263 -4.206 -3.499 0.01 0.00 -0.01
H -4.640 -3.150 -3.247 0.00 0.00 0.00
H -3.766 -3.781 -1.855 0.01 -0.01 0.00
```
Positions in Å, forces in eV/Å.

The net charge is +2. The value obtained for the electronic energy is -153440.3173 eV. The calculation puts the orbital gap (spin up / spin down) at 0.2052 / 0.2052 hartree.